[1]
Below is C39H48CoFN6O3Si2 as an isolated structure, with properties calculated with wB97M-V/def2-TZVPD.

Element x y z (Å)
Co: -0.26726 -0.00550 -2.16641
C: 2.72133 -3.62415 -4.39134
C: 2.15540 -4.41198 -3.40496
C: 0.85298 -4.15242 -3.01157
C: 0.17550 -3.09993 -3.61645
N: 0.70707 -2.35045 -4.57726
C: 1.95017 -2.61419 -4.94968
C: -1.22282 -2.77711 -3.23957
C: -2.19054 -3.77650 -3.26644
C: -3.51545 -3.43320 -3.05696
C: -3.83258 -2.11096 -2.82204
C: -2.80802 -1.17091 -2.75192
N: -1.52446 -1.51117 -2.95058
C: -3.02727 0.23238 -2.41010
C: -4.28957 0.82012 -2.37030
C: -4.43202 2.12894 -1.96572
C: -3.29057 2.82959 -1.59928
C: -2.06740 2.20270 -1.71420
N: -1.91339 0.94172 -2.12130
H: 3.73826 -3.78941 -4.71735
H: 2.71999 -5.21186 -2.94407
H: 0.37617 -4.73801 -2.23514
H: 2.35677 -1.98355 -5.73255
H: -1.90723 -4.79430 -3.49391
H: -4.28738 -4.19025 -3.09316
H: -4.86086 -1.81524 -2.67163
H: -5.15521 0.25054 -2.67721
H: -5.40634 2.59756 -1.94058
H: -3.34195 3.85252 -1.25467
H: -1.16385 2.74659 -1.48600
F: -3.13788 -0.71824 3.99224
C: -1.82671 -0.73575 3.65703
C: -1.50029 -0.85262 2.33170
C: -0.16431 -0.94693 1.94466
C: 0.18263 -0.95461 0.53102
O: -0.69635 -0.68919 -0.30744
C: 1.54983 -1.24451 0.23513
C: 2.44853 -1.33925 1.24491
N: 2.14365 -1.17994 2.56361
C: 3.20908 -1.14503 3.53511
C: 3.32812 -2.23395 4.56404
C: 4.31188 -2.15018 3.43819
C: 0.83163 -0.97948 2.93817
C: 0.47671 -0.77614 4.27142
C: -0.85416 -0.63473 4.65191
N: -1.14537 -0.33972 6.00872
C: -0.59049 -1.17351 7.06476
C: -0.10269 -0.23610 8.19819
N: -0.78955 1.07486 7.99327
C: -2.25586 0.85639 7.79870
C: -2.43597 0.21096 6.40137
C: 2.08433 -1.39870 -1.17715
O: 3.17820 -1.94073 -1.30399
O: 1.36072 -0.94536 -2.11740
H: -2.27028 -0.88589 1.57272
H: 3.48424 -1.53347 1.00601
H: 3.47604 -0.13839 3.83974
H: 2.60734 -3.04079 4.53565
H: 3.65477 -1.95689 5.55784
H: 4.23990 -2.90298 2.66564
H: 5.32008 -1.81856 3.63814
H: 1.25425 -0.71631 5.02031
H: 0.23480 -1.76486 6.68197
H: -1.34727 -1.86761 7.44864
H: 0.97173 -0.06780 8.15733
H: -0.36570 -0.61894 9.18173
H: -0.44394 1.42905 7.09423
H: -0.57972 1.73834 8.73624
H: -2.78179 1.80462 7.87243
H: -2.60241 0.20365 8.59711
H: -2.73350 0.96152 5.67300
H: -3.22957 -0.53952 6.45057
C: 1.37621 2.46755 -5.87936
Si: -0.05623 2.24262 -4.66019
C: -1.30620 1.05106 -5.44564
C: -0.92013 3.93464 -4.59023
C: 0.69302 1.52925 -3.07929
Si: 1.57685 2.62916 -1.84072
C: 1.32718 4.48233 -2.16574
C: 1.12453 2.41643 0.00489
C: 3.43275 2.28805 -1.94366
H: 1.04575 3.02987 -6.75787
H: 1.75777 1.50297 -6.22107
H: 2.20473 3.01395 -5.42356
H: -1.23491 1.07601 -6.53599
H: -2.33334 1.31523 -5.17879
H: -1.11435 0.02654 -5.12663
H: -1.45344 4.08134 -5.53376
H: -0.20239 4.75041 -4.49287
H: -1.65119 4.01896 -3.78562
H: 1.49849 0.89660 -3.47582
H: 0.27831 4.77529 -2.24725
H: 1.82222 4.77661 -3.09432
H: 1.77797 5.06667 -1.35812
H: 0.07800 2.63154 0.23802
H: 1.74015 3.09698 0.60162
H: 1.33758 1.40290 0.34526
H: 3.80871 2.47732 -2.95098
H: 3.65264 1.24338 -1.70581
H: 3.99526 2.92213 -1.25161

The expectation value of S² is 0.83. As for the calculated total energy: -4130.66275 Ha. The charge is +1. As for the spin multiplicity: 2. The HOMO-LUMO gap (spin up / spin down) is 5.440 / 4.899 eV. Its energy relative to the best compared isomer or geometry (same formula, charge and spin) is 6.2 kcal per mole.



[2]
Below is a 6-piece molecular cluster, C27H60F4NO9PS6 overall, with properties calculated with wB97M-V/def2-TZVPD.

Element x y z (Å)
C: -0.89248 -3.72964 2.77260
C: -1.53695 -2.53732 3.69719
C: -2.19873 -1.28892 2.80492
C: -1.54018 -1.18957 1.30724
N: -1.97527 0.00272 0.48684
C: -1.00988 1.16451 0.56413
C: -1.87136 2.39671 -0.09841
F: -2.72953 1.96718 -1.26589
C: -2.90767 3.14345 0.94807
C: -4.20735 2.20348 1.37484
O: -0.85832 1.52639 2.01292
S: 0.63825 1.19185 2.75807
O: 0.50880 0.19346 3.96523
O: 1.35978 2.42884 3.39607
O: 1.39227 0.58380 1.32123
C: 0.56627 0.94991 0.12284
C: 0.81665 -0.23550 -0.98371
C: 0.05862 0.03083 -2.43789
C: 1.11389 -0.46824 -3.61093
F: 1.78447 -1.80604 -3.40310
C: 1.48938 0.30671 -4.82453
F: 2.19346 1.63778 -4.79667
F: 1.17995 -0.32545 -6.15269
P: 1.56778 2.40528 -0.59373
C: 1.32730 4.03454 0.37018
C: 2.70499 4.86134 0.70092
C: 3.44806 1.95321 -0.67487
C: 4.01659 2.44719 -2.15380
H: 0.08587 -3.40420 2.17699
H: -1.64377 -4.10959 1.92623
H: -0.59819 -4.70541 3.37906
H: -2.33000 -3.04871 4.40765
H: -0.66404 -2.15999 4.41173
H: -2.01718 -0.31968 3.47474
H: -3.34108 -1.53496 2.72799
H: -0.38419 -1.32506 1.42276
H: -1.92077 -2.15309 0.71364
H: -2.05766 -0.37904 -0.50326
H: -1.19152 3.26986 -0.54507
H: -3.37731 4.05158 0.33111
H: -2.37667 3.64251 1.87408
H: -4.10371 1.83731 2.48190
H: -4.38990 1.34195 0.60376
H: -5.14998 2.93486 1.35920
H: 1.96939 -0.37000 -1.24942
H: 0.45598 -1.31040 -0.63620
H: -0.85877 -0.72424 -2.48223
H: -0.28108 1.14609 -2.54091
H: 0.64521 3.81720 1.30417
H: 0.67831 4.74692 -0.33445
H: 2.39582 5.84893 1.28814
H: 3.37650 4.18269 1.38176
H: 3.21591 5.12909 -0.33278
H: 3.65275 0.79814 -0.50661
H: 4.09880 2.51513 0.12846
H: 4.38448 1.56542 -2.83472
H: 3.11669 2.96907 -2.70030
H: 4.84928 3.25405 -1.95564
C: -6.05121 0.03303 -2.75688
S: -6.10191 0.87257 -1.15540
O: -6.05800 -0.18403 -0.09059
C: -7.81456 1.43810 -1.28998
H: -5.06990 -0.43358 -2.87261
H: -6.82482 -0.73690 -2.80095
H: -6.20030 0.76166 -3.55701
H: -8.48171 0.58283 -1.42288
H: -7.90827 2.12236 -2.13650
H: -8.08019 1.96462 -0.36931
C: 8.31783 0.35696 0.38396
S: 7.66224 -0.04867 -1.25244
O: 6.47642 0.83829 -1.49587
C: 7.03472 -1.68536 -0.80684
H: 8.73237 1.36746 0.35046
H: 7.51874 0.31873 1.12774
H: 9.10940 -0.34867 0.64636
H: 6.31303 -1.59998 0.00931
H: 7.86668 -2.32672 -0.50667
H: 6.54229 -2.11888 -1.68148
C: -1.88466 0.22866 -6.54181
S: -2.34092 0.99341 -4.96729
O: -2.49069 -0.10702 -3.95796
C: -4.00268 1.49680 -5.47352
H: -0.88150 -0.19350 -6.44418
H: -2.58950 -0.56828 -6.78942
H: -1.88185 0.98579 -7.32926
H: -4.57955 0.62282 -5.78591
H: -3.93326 2.21389 -6.29484
H: -4.49703 1.97099 -4.62136
C: 0.25435 -5.47434 -2.21755
S: -0.72694 -5.30862 -0.70700
O: 0.22974 -5.12452 0.43448
C: -1.30203 -7.02282 -0.66343
H: 0.74325 -4.51822 -2.41981
H: 1.01417 -6.24832 -2.08771
H: -0.40110 -5.72786 -3.05387
H: -0.44773 -7.70334 -0.62765
H: -1.90835 -7.22775 -1.54886
H: -1.91319 -7.16183 0.23244
C: 3.87939 -0.07928 7.99182
S: 2.48990 1.07629 8.06996
O: 1.84626 0.91746 9.41630
C: 1.45360 0.21110 6.86636
H: 4.64267 0.24805 8.70198
H: 3.54583 -1.08485 8.25787
H: 4.30064 -0.07757 6.98391
H: 1.26678 -0.81241 7.20063
H: 1.95132 0.20341 5.89383
H: 0.50227 0.74311 6.78060

As for the calculated total energy: -4925.90101 Ha. The charge is 0. The HOMO-LUMO gap is 6.579 eV.



[3]
Below is a 3-piece molecular cluster, C21H47FO8Si overall, with properties calculated with wB97M-V/def2-TZVPD.

Element x y z (Å)
C: 3.15472 1.85436 3.30374
C: 1.57035 1.98836 3.00903
O: 1.06874 1.03894 2.34946
O: 0.83617 3.08467 3.51829
C: 0.37368 3.97277 2.46755
C: -1.01427 3.49929 1.80566
C: -2.31149 3.95177 2.68850
C: -3.22061 2.63191 2.82359
C: -4.72482 2.90496 3.31041
Si: -5.63108 1.17883 3.26479
C: -4.39136 -0.29144 3.08023
C: -3.89883 -0.55898 1.58134
F: -5.09866 -1.50297 3.51515
H: 3.78505 2.41116 2.53306
H: 3.43978 0.74603 3.22964
H: 3.32046 2.20154 4.37424
H: 1.13856 4.19155 1.65262
H: 0.14372 4.97764 2.98541
H: -1.14410 3.84159 0.71947
H: -1.00712 2.35892 1.78502
H: -1.91077 4.33823 3.68933
H: -2.85030 4.77774 2.10822
H: -2.71528 1.90243 3.54795
H: -3.28693 2.18535 1.76959
H: -5.31176 3.61525 2.61981
H: -4.69294 3.29628 4.38840
H: -6.30758 0.97224 4.56803
H: -6.59128 1.15386 2.14967
H: -3.47243 -0.19323 3.75391
H: -3.70242 -1.68935 1.49890
H: -4.64328 -0.19864 0.79178
H: -2.88568 -0.04475 1.38395
C: 4.83223 -6.41010 0.01880
O: 4.36183 -5.22916 0.63749
C: 5.28494 -4.71794 1.59393
C: 5.07819 -3.22171 1.78771
O: 5.66386 -2.43390 0.75107
C: 4.98107 -2.44742 -0.50517
C: 3.67170 -1.66868 -0.48440
O: 2.63567 -2.45747 0.08884
C: 1.54791 -1.66702 0.53218
H: 4.98280 -7.20140 0.76057
H: 4.08164 -6.73834 -0.70177
H: 5.76422 -6.21536 -0.52097
H: 6.31543 -4.90281 1.27108
H: 5.10172 -5.24074 2.54048
H: 5.60192 -2.92588 2.70284
H: 4.02561 -2.96842 1.93010
H: 4.84405 -3.46720 -0.86769
H: 5.65792 -1.94848 -1.20555
H: 3.37330 -1.42271 -1.51059
H: 3.80615 -0.74382 0.08830
H: 1.87578 -0.96733 1.30637
H: 0.79790 -2.33048 0.96607
H: 1.10043 -1.12269 -0.30500
C: -0.59172 1.57152 -1.39746
O: -0.55818 0.91289 -2.64825
C: -0.90849 -0.46405 -2.54185
C: -1.44428 -0.98185 -3.86972
O: -2.80457 -0.61896 -4.10730
C: -3.03513 0.74812 -4.45518
C: -2.56861 1.09623 -5.86339
O: -1.16406 1.32883 -5.87666
C: -0.61726 1.21938 -7.17628
H: 0.12527 1.12104 -0.70289
H: -0.32189 2.61702 -1.55659
H: -1.60116 1.53858 -0.97439
H: -1.66609 -0.60941 -1.76359
H: -0.00003 -1.01504 -2.27140
H: -1.44270 -2.07602 -3.82906
H: -0.80645 -0.69603 -4.70850
H: -2.61314 1.42107 -3.70720
H: -4.12163 0.87407 -4.42044
H: -3.06120 2.01726 -6.19709
H: -2.82465 0.27760 -6.54539
H: -0.77244 0.20977 -7.57174
H: 0.45676 1.39984 -7.11056
H: -1.06281 1.96090 -7.84651

Its SMILES is CC(=O)OCCCCC[SiH2][C@H](C)F.COCCOCCOC.COCCOCCOC. As for the calculated total energy: -1819.39946 Ha. The charge is 0. The HOMO-LUMO gap is 9.701 eV. Its energy relative to the best compared isomer or geometry (same formula, charge and spin) is 42.9 kcal per mole.



[4]
Below is a 2-piece molecular cluster, C4H12 overall, with properties calculated with wB97M-V/def2-TZVPD.

Element x y z (Å)
C: 0.99178 0.78731 0.74938
C: 2.28608 1.67441 0.89108
H: 0.45662 0.74134 1.69287
H: 0.30450 1.31009 -0.01376
H: 1.31791 -0.18360 0.34680
H: 2.85363 1.48802 -0.02843
H: 2.86659 1.29759 1.76369
H: 1.96490 2.72083 0.91995
C: -1.08434 -1.13229 -1.31330
C: -2.19076 -1.24521 -0.31581
H: -1.06289 -2.02095 -1.90260
H: -1.14714 -0.16312 -1.93930
H: -0.10439 -1.18340 -0.72513
H: -3.17048 -0.84107 -0.59577
H: -1.83418 -0.89114 0.65808
H: -2.44782 -2.35883 -0.18776

Its SMILES is CC.CC. As for the calculated total energy: -159.56051 Ha. The charge is 0. The HOMO-LUMO gap is 12.563 eV. Its energy relative to the best compared isomer or geometry (same formula, charge and spin) is 15.4 kcal per mole.